No. 1
DFT (ωB97M-V/def2-TZVPD) results for a molecular structure, C20H54O27P5V at a distorted geometry.

ORCA input file:
```
! wB97M-V def2-TZVPD RIJCOSX def2/J DEFGRID3
* xyz -1 2
O 4.2601 1.4092 2.0220
V 2.8617 1.9541 1.4085
O 2.6624 3.4991 1.7637
O 0.2376 -0.1302 -0.8509
C 1.1283 0.4803 -0.1909
O 0.9121 1.6129 0.2588
O 2.2342 0.0145 0.0966
H -0.3376 0.6164 -1.0334
C -0.0492 4.5570 -1.3542
O -1.4277 4.2185 -1.3358
P -2.0234 2.9593 -2.1611
O -1.6208 1.6588 -1.5659
O -3.5943 3.2636 -2.1658
C -4.3946 3.0450 -0.9822
O -1.5934 3.1717 -3.7084
C -2.3153 2.4722 -4.7644
H 0.4438 4.5891 -0.3826
H 0.0662 5.5707 -1.7380
H 0.5380 3.8315 -1.9172
H -3.7336 2.6243 -0.2244
H -5.2796 2.4427 -1.1869
H -4.6749 4.0128 -0.5663
H -2.3266 3.0823 -5.6676
H -3.3552 2.2446 -4.5303
H -1.8834 1.5188 -5.0686
C -3.2078 -0.1132 0.8485
O -3.1936 -0.2441 2.2507
P -4.3193 0.5568 3.0857
O -4.9197 1.7657 2.5222
O -3.5305 0.7147 4.4778
C -4.0697 1.5475 5.4973
O -5.3662 -0.5667 3.4838
C -4.9081 -1.8017 4.1059
H -4.1805 0.1260 0.4184
H -2.9549 -1.0217 0.3019
H -2.4680 0.6412 0.5806
H -3.6987 2.5681 5.5914
H -3.8426 1.0624 6.4467
H -5.1496 1.6568 5.5965
H -3.8206 -1.8678 4.0709
H -5.3587 -2.6597 3.6071
H -5.0241 -1.8690 5.1876
C 1.2100 -1.8704 2.8770
O 0.5132 -1.0508 3.7286
P 1.1143 0.3878 4.2912
O 1.6871 1.2617 3.2419
O 2.3286 -0.1127 5.2757
C 2.2118 -1.1308 6.2778
O -0.0448 1.0120 5.2568
C -0.5213 2.3343 4.9389
H 0.9107 -1.7787 1.8329
H 1.1638 -2.8913 3.2561
H 2.2647 -1.6475 3.0382
H 2.7658 -1.9972 5.9166
H 1.1883 -1.4502 6.4741
H 2.7386 -0.8669 7.1947
H -0.8424 2.9371 5.7884
H -1.3812 2.2046 4.2818
H 0.2314 2.9011 4.3908
C -0.2496 -3.1276 -1.2513
O -0.7393 -4.4065 -0.9743
P -1.7643 -4.6950 0.2546
O -2.0267 -6.1524 0.5320
O -1.1167 -3.8845 1.5844
C -1.4911 -4.2010 2.8683
O -3.0516 -3.7458 -0.1281
C -4.2264 -3.8110 0.7537
H -0.0156 -2.9099 -2.2934
H 0.6707 -3.0028 -0.6806
H -0.8637 -2.2967 -0.9041
H -2.4789 -4.6568 2.9357
H -1.5906 -3.2661 3.4198
H -0.7744 -4.7981 3.4321
H -4.2315 -4.6875 1.4016
H -5.1462 -3.7749 0.1699
H -4.2152 -2.9103 1.3674
C 1.1166 2.1089 -8.2103
O 1.7141 1.9886 -6.9333
P 1.8997 3.2649 -5.9502
O 0.7754 4.1634 -5.8462
O 2.4025 2.5595 -4.5759
C 1.5351 1.6789 -3.8860
O 3.2060 4.0955 -6.4754
C 3.6451 5.2430 -5.7550
H 0.4183 2.9458 -8.2046
H 0.5940 1.1674 -8.3795
H 1.7938 2.2235 -9.0567
H 1.2881 2.1127 -2.9170
H 2.0668 0.7353 -3.7639
H 0.5989 1.4915 -4.4119
H 3.0826 5.4386 -4.8421
H 3.5110 6.1244 -6.3822
H 4.6948 5.1610 -5.4731
O 5.5848 -5.2839 -0.1834
C 5.8112 -4.5675 -1.1409
O 5.1908 -3.4365 -1.4114
C 4.1988 -2.8437 -0.6257
C 4.6863 -2.1386 0.5985
C 6.7447 -4.9309 -2.2800
H 3.3672 -3.5243 -0.4434
H 3.7631 -2.0919 -1.2838
H 5.2397 -1.2598 0.2676
H 5.3562 -2.6901 1.2582
H 3.8830 -1.7035 1.1931
H 6.2833 -4.6959 -3.2392
H 6.8905 -6.0100 -2.3281
H 7.7082 -4.4559 -2.0951
*
```

Summary:
- E (eV) = -149043.32828
- expectation value of S² = 0.759
- E_LUMO (alpha / beta) (eV) = 2.0 / 2.0
- HOMO-LUMO gap (alpha / beta) (hartree) = 0.18824 / 0.24564

No. 2
DFT (ωB97M-V/def2-TZVPD) results for a molecular structure, C20H55FN5O5Pd at a distorted geometry.

ORCA input file:
```
! wB97M-V def2-TZVPD RIJCOSX def2/J DEFGRID3
* xyz 1 3
Pd -1.9486 -1.8703 0.1387
F -0.1456 1.3443 -0.2664
C 6.5388 2.2122 1.2785
C 6.2513 3.2276 0.0772
C 7.4232 4.0522 -0.3211
O 7.1439 5.1327 -1.1586
C 8.0777 6.1526 -0.8687
N 5.7406 2.4796 -1.0704
H 6.9078 2.6988 2.1813
H 7.1690 1.3971 0.9229
H 5.5673 1.8075 1.5626
H 5.3884 3.8449 0.3270
H 8.0794 3.4770 -0.9743
H 7.9821 4.1904 0.6045
H 8.0660 7.0726 -1.4532
H 9.1120 5.8089 -0.8522
H 7.8360 6.5366 0.1224
H 5.9011 3.0367 -1.8975
H 4.7417 2.4373 -0.9274
C 0.2057 -2.5432 -6.2285
C -0.5392 -3.8221 -5.8060
C -0.1374 -5.1456 -6.4998
O -0.5100 -5.1931 -7.8796
C 0.0624 -6.3779 -8.4077
N -0.1773 -4.0172 -4.3877
H 0.0288 -1.6216 -5.6740
H -0.1193 -2.2809 -7.2353
H 1.2942 -2.5979 -6.2427
H -1.5958 -3.5835 -5.9279
H -0.5770 -5.9117 -5.8611
H 0.9480 -5.1262 -6.4017
H -0.4414 -7.2630 -8.0193
H 1.0576 -6.5712 -8.0072
H 0.1042 -6.4596 -9.4938
H 0.8118 -4.1916 -4.4939
H -0.5992 -4.8958 -4.1231
C -1.8795 7.1414 1.3663
C -2.2609 6.9054 2.8289
C -3.7199 6.6228 2.9899
O -4.2923 7.6380 3.8373
C -3.9498 7.4859 5.2088
N -1.5593 5.7305 3.1811
H -2.2203 6.4225 0.6212
H -0.7914 7.1911 1.3252
H -2.3949 8.0536 1.0659
H -1.9932 7.7338 3.4848
H -4.0280 5.6102 3.2504
H -4.3419 6.6494 2.0951
H -4.4221 8.1851 5.8990
H -2.8899 7.5239 5.4601
H -4.2843 6.5251 5.6003
H -1.6850 5.1130 2.3919
H -0.5832 5.9500 3.3196
C 3.4012 -5.9179 3.0018
C 1.9620 -5.9306 2.4638
C 1.0868 -7.0958 3.0642
O 1.5372 -8.3484 2.7104
C 1.2321 -8.6212 1.2728
N 1.4238 -4.5438 2.5290
H 3.7019 -6.9594 2.8878
H 3.4194 -5.5545 4.0293
H 4.0703 -5.2277 2.4880
H 2.1437 -6.1201 1.4059
H 0.0624 -6.8830 2.7587
H 1.2673 -7.1194 4.1389
H 1.2619 -9.7090 1.3336
H 2.0686 -8.3683 0.6213
H 0.3103 -8.2111 0.8601
H 1.6958 -4.3970 3.4905
H 2.0064 -3.8279 2.1190
C -6.9719 0.4969 2.9331
C -6.0684 -0.0809 1.8839
C -6.4219 0.4263 0.5219
O -5.3990 0.1094 -0.4702
C -5.2407 1.0026 -1.5480
N -4.6366 0.0584 2.2869
H -7.9976 0.1373 3.0154
H -7.0417 1.5823 2.8610
H -6.5471 0.3771 3.9297
H -6.2709 -1.1516 1.9126
H -6.3919 1.5154 0.4904
H -7.3764 0.0516 0.1522
H -4.9356 1.9832 -1.1825
H -6.2149 1.2359 -1.9777
H -4.5007 0.6568 -2.2698
H -4.5233 -0.5123 3.1125
H -4.4653 1.0282 2.5110
*
```

Summary:
- E (eV) = -45498.07322
- expectation value of S² = 2.003
- E_LUMO (alpha / beta) (eV) = -6.2 / -7.6
- HOMO-LUMO gap (alpha / beta) (hartree) = 0.16362 / 0.11217
- relative energy (zero: lowest compared OMol25 entry of this formula, charge and spin) (kcal per mole) = 252.0

No. 3
DFT (ωB97M-V/def2-TZVPD) results for 10 unconnected molecules or ions with the total composition C20H55N5O25S5 at a distorted geometry.

ORCA input file:
```
! wB97M-V def2-TZVPD RIJCOSX def2/J DEFGRID3
* xyz 0 1
C 8.8815 -5.9757 6.5004
C 8.7755 -5.4081 5.1041
O 7.6108 -4.5966 5.0512
S 6.2313 -5.1969 4.3368
C 6.4270 -4.3065 2.6749
O 6.3224 -6.6191 4.1605
O 5.0802 -4.6132 5.0791
H 9.7859 -6.5837 6.5267
H 8.1234 -6.6455 6.9063
H 9.0691 -5.1790 7.2201
H 9.6960 -4.8375 4.9816
H 8.7424 -6.2604 4.4254
H 6.3573 -3.2274 2.8125
H 5.6984 -4.6864 1.9588
H 7.4751 -4.4153 2.3959
C -7.8862 -2.2845 -0.5696
C -9.1153 -1.6153 0.0121
O -10.1675 -2.5687 0.0555
S -11.4635 -2.1389 0.9848
C -12.0860 -0.9176 -0.2409
O -12.2559 -3.3169 1.0344
O -10.9229 -1.3976 2.1592
H -7.6878 -3.2913 -0.2020
H -7.0801 -1.5804 -0.3634
H -7.9452 -2.2428 -1.6572
H -8.8551 -1.2569 1.0080
H -9.2555 -0.6773 -0.5252
H -12.0881 -1.3452 -1.2436
H -11.3858 -0.0834 -0.2851
H -13.0631 -0.6560 0.1651
C 9.1374 2.4395 4.9530
C 7.6920 2.1704 5.2618
O 6.9818 3.4235 5.1935
S 6.1715 3.8133 3.8497
C 4.5379 2.9849 4.4530
O 5.9498 5.2486 3.8057
O 6.7684 3.0596 2.7197
H 9.1206 2.9705 4.0012
H 9.8050 1.5813 4.8758
H 9.5813 3.2321 5.5554
H 7.2337 1.3927 4.6509
H 7.6930 1.8181 6.2933
H 3.8223 2.8996 3.6352
H 4.0392 3.5714 5.2246
H 4.8502 2.0433 4.9046
C 0.6880 -10.9063 -0.4059
C 1.4905 -9.6615 -0.6946
O 1.7454 -9.8309 -2.0572
S 2.7629 -8.7782 -2.9277
C 1.5610 -7.2710 -3.2177
O 3.8728 -8.3590 -2.0312
O 3.0489 -9.4477 -4.2290
H 0.1395 -10.8172 0.5319
H 1.2504 -11.8314 -0.2799
H -0.1855 -11.0674 -1.0377
H 0.9735 -8.7266 -0.4781
H 2.4753 -9.7072 -0.2296
H 1.3727 -6.7077 -2.3038
H 0.5995 -7.6504 -3.5637
H 2.0543 -6.5844 -3.9057
C -3.5511 7.5323 -5.0682
C -4.9531 6.9471 -5.0708
O -5.2682 6.4644 -3.7883
S -6.8608 6.3533 -3.4789
C -7.0805 8.1533 -3.0668
O -7.6177 5.9148 -4.6241
O -7.0777 5.6857 -2.1907
H -2.7590 6.7909 -4.9635
H -3.3353 8.0152 -4.1151
H -3.3805 8.2234 -5.8937
H -5.6857 7.6771 -5.4152
H -4.9157 6.1036 -5.7601
H -8.0451 8.3931 -2.6194
H -7.0189 8.7148 -3.9991
H -6.3171 8.5315 -2.3869
C -2.3049 6.6944 2.5460
N -3.3334 7.6055 3.0170
O -4.4932 7.3939 2.7042
O -2.9330 8.6290 3.6304
H -1.4047 6.7370 3.1591
H -2.1191 6.9361 1.4995
H -2.8209 5.7370 2.6190
C -3.1389 -1.2508 -9.4060
N -2.0160 -1.7792 -8.6065
O -0.7905 -1.5533 -8.8846
O -2.4582 -2.4571 -7.6595
H -2.6972 -1.0178 -10.3749
H -3.5054 -0.4101 -8.8168
H -3.9186 -2.0121 -9.3844
C 0.4438 1.6205 -3.1116
N 0.4285 0.9123 -1.7916
O -0.4571 1.1703 -1.0544
O 1.3803 0.1702 -1.5647
H 1.4046 2.0959 -3.3090
H -0.3572 2.3550 -3.0274
H 0.1889 0.9407 -3.9246
C -1.4655 -1.6764 4.7557
N -1.7207 -3.1066 4.6312
O -2.0480 -3.7003 5.6660
O -1.4258 -3.5956 3.5829
H -2.2465 -1.2124 4.1533
H -0.5200 -1.4602 4.2583
H -1.5324 -1.3460 5.7922
C 6.1373 7.8762 -3.5057
N 5.0505 8.2962 -2.5599
O 4.0380 7.5427 -2.5511
O 5.2764 9.3848 -1.8890
H 6.4415 6.8753 -3.1996
H 6.8760 8.6776 -3.4981
H 5.6555 8.0479 -4.4682
*
```

Summary:
- E (eV) = -134424.21580
- structure (SMILES) = CCOS(C)(=O)=O.CCOS(C)(=O)=O.CCOS(C)(=O)=O.CCOS(C)(=O)=O.CCOS(C)(=O)=O.C[N+](=O)[O-].C[N+](=O)[O-].C[N+](=O)[O-].C[N+](=O)[O-].C[N+](=O)[O-]
- E_LUMO (eV) = -0.5
- HOMO-LUMO gap (hartree) = 0.38961
- relative energy (zero: lowest compared OMol25 entry of this formula, charge and spin) (kcal per mole) = 135.8